The following is a quantum chemistry calculation of a 7-piece molecular cluster, C35H90IN12O6 overall, from OMol25.

The geometry in XYZ format:
```
144
Properties=species:S:1:pos:R:3:forces:R:3
C -1.282 -3.615 -0.808 0.08 -0.10 0.11
C -0.490 -4.927 -0.695 -0.17 0.08 0.05
C -0.597 -5.805 -1.945 0.03 0.14 0.08
C 0.475 -5.541 -3.002 -0.21 0.11 0.03
N 1.842 -5.276 -2.458 0.22 -0.16 -0.35
C 2.429 -4.111 -2.841 0.06 0.13 0.05
N 2.163 -2.903 -2.354 -0.15 -0.28 -0.29
C 2.963 -2.055 -3.014 0.21 0.41 -0.08
N 3.001 -0.734 -2.817 0.06 -0.08 0.20
C 3.809 0.144 -3.658 -0.04 -0.05 -0.12
N 4.985 0.645 -2.994 0.01 -0.22 -0.21
C 5.937 -0.340 -2.478 0.01 0.05 -0.07
C 2.052 -0.172 -1.849 -0.14 0.04 -0.11
I 2.985 1.064 -0.369 0.06 -0.06 0.19
C 0.878 0.551 -2.534 0.03 -0.03 -0.01
C -0.494 -0.043 -2.161 0.05 0.08 -0.20
N 3.752 -2.720 -3.898 -0.33 -0.25 0.24
N 3.382 -4.044 -3.790 0.25 0.12 0.10
H -0.781 -2.807 -0.274 -0.01 0.02 -0.03
H -1.423 -3.309 -1.848 0.08 0.05 0.00
H -2.266 -3.729 -0.354 -0.08 0.02 -0.10
H 0.555 -4.711 -0.470 0.03 -0.07 -0.06
H -0.864 -5.479 0.164 0.03 0.01 0.05
H -1.556 -5.597 -2.427 -0.05 -0.17 -0.03
H -0.611 -6.864 -1.686 0.15 -0.01 0.09
H 0.579 -6.405 -3.658 -0.13 0.02 -0.07
H 0.193 -4.702 -3.642 0.06 0.09 0.08
H 2.459 -6.064 -2.603 -0.03 -0.02 0.05
H 4.005 -0.395 -4.601 0.00 -0.03 0.02
H 3.183 0.996 -3.927 0.02 0.04 -0.02
H 5.446 1.289 -3.623 -0.04 0.18 0.17
H 6.222 -0.092 -1.457 0.01 0.03 0.02
H 6.844 -0.390 -3.085 0.00 -0.05 -0.01
H 5.497 -1.337 -2.445 -0.01 -0.01 0.03
H 1.697 -1.012 -1.268 -0.05 0.00 0.00
H 0.886 1.614 -2.302 0.04 0.02 -0.06
H 1.038 0.470 -3.613 -0.06 0.00 -0.01
H -1.051 -0.300 -3.063 -0.07 -0.01 0.02
H -1.091 0.678 -1.609 -0.01 -0.05 0.10
H -0.402 -0.955 -1.572 -0.02 0.03 0.02
H 4.459 -2.406 -4.539 0.03 -0.03 0.06
H 3.779 -4.765 -4.372 -0.05 0.06 -0.03
C 1.074 -5.260 3.476 0.00 0.00 0.00
C 0.677 -3.832 3.120 -0.01 -0.05 -0.06
C 0.832 -2.830 4.269 0.00 0.00 -0.03
O -0.167 -2.933 5.257 -0.06 0.01 0.05
C 0.068 -3.873 6.295 -0.11 0.01 -0.01
N -0.682 -3.841 2.567 -0.02 0.10 0.04
H 0.308 -5.741 4.085 0.00 0.01 0.02
H 1.189 -5.853 2.568 -0.03 -0.01 0.00
H 2.015 -5.286 4.029 0.00 0.00 0.00
H 1.348 -3.488 2.323 0.01 0.02 0.01
H 0.733 -1.822 3.856 0.00 0.01 0.01
H 1.830 -2.909 4.721 -0.01 -0.03 -0.01
H 1.123 -3.892 6.586 0.01 0.03 -0.02
H -0.241 -4.882 6.009 0.07 -0.02 -0.02
H -0.536 -3.569 7.147 0.04 -0.04 0.06
H -0.910 -2.912 2.223 0.00 -0.01 -0.02
H -1.328 -3.994 3.339 0.03 -0.06 -0.01
C -0.116 -2.703 10.856 0.00 0.00 -0.01
C -0.955 -2.005 9.791 0.06 -0.08 -0.02
C -1.729 -0.787 10.303 0.01 0.04 -0.02
O -2.851 -1.098 11.105 0.00 -0.07 0.02
C -2.587 -1.310 12.476 -0.01 0.06 0.01
N -1.821 -2.991 9.139 -0.09 0.18 -0.01
H -0.741 -3.306 11.516 -0.01 0.01 0.01
H 0.600 -3.377 10.385 -0.02 -0.02 0.00
H 0.434 -1.985 11.466 0.00 0.00 0.00
H -0.269 -1.624 9.024 0.00 0.05 0.02
H -2.129 -0.248 9.441 -0.03 -0.01 0.01
H -1.058 -0.107 10.845 0.02 -0.02 -0.02
H -1.791 -0.648 12.833 -0.01 0.00 0.01
H -2.303 -2.344 12.692 0.02 0.00 -0.01
H -3.503 -1.083 13.020 0.00 -0.01 0.00
H -2.297 -2.547 8.357 -0.05 0.00 0.04
H -2.567 -3.218 9.792 0.01 -0.07 -0.02
C 2.071 6.769 -2.146 -0.05 0.04 -0.03
C 2.484 5.384 -2.622 -0.04 -0.01 0.10
C 1.344 4.560 -3.238 0.05 -0.01 -0.06
O 0.445 3.986 -2.307 -0.02 0.01 0.01
C -0.590 4.842 -1.854 -0.02 0.00 -0.01
N 3.153 4.670 -1.532 -0.09 -0.06 -0.22
H 1.530 6.720 -1.199 -0.02 -0.03 -0.01
H 2.953 7.386 -1.978 0.01 -0.03 0.04
H 1.439 7.276 -2.877 0.01 0.03 0.01
H 3.216 5.507 -3.428 0.00 0.03 0.00
H 1.789 3.706 -3.760 0.00 0.00 -0.01
H 0.795 5.154 -3.980 0.00 0.01 0.02
H -0.929 5.505 -2.656 -0.01 0.00 0.00
H -0.276 5.453 -1.005 0.01 0.01 -0.01
H -1.420 4.211 -1.542 0.00 0.00 0.01
H 3.462 3.768 -1.883 0.14 -0.03 0.10
H 2.449 4.441 -0.834 0.04 0.04 0.05
C -3.836 -3.904 6.255 0.13 -0.07 0.02
C -5.153 -3.142 6.271 0.05 0.06 0.04
C -5.846 -3.078 4.907 -0.02 -0.01 0.00
O -5.230 -2.208 3.974 0.07 0.02 0.01
C -4.147 -2.753 3.250 -0.05 -0.02 -0.02
N -4.907 -1.822 6.855 -0.04 0.03 -0.07
H -3.042 -3.296 5.815 0.02 -0.02 -0.01
H -3.531 -4.142 7.274 0.01 -0.02 -0.02
H -3.903 -4.837 5.692 -0.04 0.00 -0.01
H -5.843 -3.668 6.938 -0.02 -0.02 -0.03
H -6.856 -2.685 5.047 0.01 0.03 -0.02
H -5.934 -4.084 4.475 0.00 -0.01 0.03
H -4.312 -3.813 3.029 0.01 0.00 -0.02
H -3.196 -2.653 3.782 -0.02 0.01 0.02
H -4.078 -2.205 2.310 0.01 0.00 -0.01
H -5.784 -1.339 7.020 0.00 -0.02 0.06
H -4.409 -1.257 6.172 0.01 -0.01 0.01
C -2.376 -3.304 -6.356 -0.04 0.01 -0.01
C -1.568 -2.191 -5.702 0.08 -0.14 0.05
C -1.786 -0.804 -6.314 0.03 0.04 0.03
O -1.148 -0.614 -7.559 0.03 -0.07 -0.02
C -1.882 -1.031 -8.698 -0.03 0.06 0.00
N -0.147 -2.577 -5.701 0.07 0.05 0.12
H -1.956 -3.587 -7.322 0.00 0.03 -0.01
H -2.375 -4.193 -5.726 0.03 0.00 0.00
H -3.411 -2.996 -6.511 -0.01 -0.02 -0.01
H -1.884 -2.119 -4.656 -0.01 0.03 0.00
H -1.341 -0.061 -5.644 0.00 0.01 -0.01
H -2.857 -0.580 -6.392 0.00 -0.03 0.01
H -2.952 -0.848 -8.563 0.00 0.00 -0.01
H -1.732 -2.089 -8.923 -0.01 0.00 0.02
H -1.528 -0.442 -9.542 0.00 -0.01 0.00
H 0.385 -1.883 -5.182 -0.05 0.04 0.00
H 0.185 -2.500 -6.659 0.02 -0.03 0.01
C 1.998 12.075 -6.282 0.00 0.01 0.00
C 0.801 11.672 -5.428 -0.02 0.00 -0.05
C 1.170 11.146 -4.036 -0.05 0.00 0.04
O 1.708 9.835 -4.019 0.06 0.00 -0.03
C 3.091 9.745 -4.301 -0.04 -0.06 0.00
N -0.034 10.740 -6.187 0.00 -0.04 0.08
H 2.505 11.201 -6.691 0.01 0.00 0.01
H 1.664 12.679 -7.125 -0.01 -0.02 -0.01
H 2.722 12.655 -5.707 0.00 0.00 0.00
H 0.200 12.570 -5.253 0.02 0.01 0.03
H 0.257 11.090 -3.439 0.01 -0.02 0.01
H 1.857 11.838 -3.531 0.00 0.02 -0.03
H 3.635 10.615 -3.920 0.00 0.00 0.00
H 3.283 9.651 -5.373 0.03 0.04 0.01
H 3.467 8.851 -3.804 0.01 0.00 0.00
H -0.904 10.571 -5.694 -0.01 0.03 -0.03
H 0.438 9.841 -6.224 0.00 0.01 -0.03
```
Forces are in eV/Å.

highest occupied orbital energy: -10.117 eV
LUMO energy: -2.6 eV
charge: +1
frontier orbital gap: 7.55 eV